The following is a DFT calculation (ωB97M-V/def2-TZVPD) of a structure of composition H6O3 at a distorted geometry.

**LUMO level**: -0.0017 Ha
**HOMO energy**: -8.99 eV
**Energy above the lowest of the compared OMol25 structures with the same formula, charge and spin**: 77.89 kcal/mol
**E**: -6236.876 eV

XYZ file:
```
9
Properties=species:S:1:pos:R:3:forces:R:3:nbo_charge:R:1
O 5.6903 6.3991 25.8588 -3.242 3.544 -1.189 -0.926
H 6.5915 6.7142 25.9278 -0.440 -1.574 0.861 0.445
H 5.1634 7.1945 25.7804 -0.506 0.116 0.027 0.457
O 4.6479 4.5731 26.1351 -2.635 -4.965 0.750 -1.009
H 5.0162 5.4414 25.9716 -0.231 -0.418 0.121 0.442
H 5.1203 3.9953 25.5359 -0.131 -0.276 -0.067 0.431
O 7.5926 7.2183 25.8739 6.577 3.412 -0.317 -0.840
H 8.4754 6.8653 25.7626 0.453 -0.287 0.213 0.504
H 7.4332 7.7221 25.0757 0.156 0.449 -0.399 0.496
```
Forces are in eV/Å.